Density functional theory data (the ωB97M-V functional and the def2-TZVPD basis) for a structure of composition C18H26F17IO3P.

For the LUMO energy, the calculation gives -0.12983 hartree. As for the net charge: +1. The calculation puts the orbital gap at 9.903 eV. As for the highest occupied orbital energy: -13.436 eV.

Atoms and positions in Å:
C -0.575 -4.518 -1.718
C -1.375 -4.444 -3.039
C -1.967 -3.050 -3.328
I -3.276 -3.153 -5.021
P -0.741 -1.723 -3.477
F -0.822 -0.916 -2.123
C -1.049 -0.497 -4.748
C -1.915 0.681 -4.255
C 0.944 -2.286 -3.672
C 1.991 -1.267 -3.147
C 2.155 -1.230 -1.613
O 1.742 -0.027 -0.980
H 0.436 -4.888 -1.911
H -0.461 -3.541 -1.241
H -1.025 -5.217 -1.018
H -0.813 -4.800 -3.904
H -2.235 -5.110 -2.954
H -2.607 -2.768 -2.485
H -1.489 -0.963 -5.629
H -0.065 -0.121 -5.048
H -2.775 0.356 -3.668
H -2.264 1.253 -5.112
H -1.332 1.362 -3.632
H 1.132 -3.245 -3.193
H 1.095 -2.415 -4.750
H 2.946 -1.582 -3.571
H 1.809 -0.268 -3.558
H 1.625 -2.069 -1.147
H 3.214 -1.355 -1.385
H 1.226 0.486 -1.604
C -0.964 -0.503 2.481
C -1.597 -1.592 1.609
C -2.761 -1.178 0.705
F -3.822 -0.777 1.415
F -3.137 -2.259 -0.043
F -1.939 -2.669 2.337
F -0.607 -1.991 0.741
O -1.350 -0.450 3.836
C -2.437 0.272 4.249
C -3.508 -0.624 4.885
F -3.918 -1.556 4.001
F -4.565 0.141 5.223
F -2.946 1.022 3.258
F -2.016 1.114 5.215
H 0.089 -0.766 2.518
H -1.020 0.473 2.000
H -2.452 -0.381 0.024
H -3.108 -1.115 5.773
C 3.356 3.535 3.592
C 3.821 4.897 3.059
C 2.769 6.003 2.932
F 1.804 5.645 2.059
F 3.368 7.118 2.465
F 4.467 4.737 1.886
F 4.720 5.364 3.970
O 3.099 2.525 2.631
C 1.883 2.375 2.046
C 1.968 2.580 0.528
F 2.430 3.814 0.256
F 0.720 2.472 -0.013
F 0.941 3.154 2.601
F 1.499 1.086 2.260
H 4.208 3.153 4.152
H 2.535 3.640 4.301
H 2.318 6.221 3.903
H 2.622 1.838 0.077

***

Density functional theory data (the ωB97M-V functional and the def2-TZVPD basis) for a structure of composition C7H16FO4Ru.

For the LUMO energy (spin up / spin down), the calculation gives -0.26145 / -0.39448 hartree. Its expectation value of S² is 8.76. As for the net charge: +2. The calculation puts the orbital gap (spin up / spin down) at 10.784 / 7.776 eV. As for the multiplicity: 6. As for the highest occupied orbital energy (spin up / spin down): -17.898 / -18.511 eV.

Atoms and positions in Å:
F 1.611 3.013 0.714
C 2.268 0.465 1.870
O 1.244 0.673 0.888
C 1.462 1.606 -0.122
C 0.280 1.892 -1.021
O -0.750 0.941 -0.794
C -1.946 1.326 -0.110
C -2.748 0.053 0.012
O -1.912 -0.987 0.523
C -2.551 -2.257 0.649
H 2.097 -0.503 2.349
H 3.276 0.477 1.439
H 2.150 1.256 2.619
H 2.499 1.868 -0.388
H 0.595 1.804 -2.067
H -0.130 2.901 -0.905
H -2.495 2.065 -0.708
H -1.700 1.782 0.858
H -3.081 -0.260 -0.990
H -3.606 0.196 0.682
H -1.811 -2.993 0.979
H -3.371 -2.180 1.375
H -2.960 -2.579 -0.319
O 1.550 -0.928 -1.052
C 2.322 -1.994 -1.524
Ru 0.041 -0.773 0.049
H 1.694 -2.855 -1.813
H 2.901 -1.678 -2.409
H 3.070 -2.330 -0.784

***

Density functional theory data (the ωB97M-V functional and the def2-TZVPD basis) for a structure of composition C10H17NO2Pt.

For the LUMO energy (spin up / spin down), the calculation gives -0.00382 / -0.05679 hartree. Its expectation value of S² is 2.01. As for the net charge: 0. The value obtained for the relative energy (zero: lowest compared OMol25 entry of this formula, charge and spin) is 0.0 kJ/mol. The calculation puts the orbital gap (spin up / spin down) at 5.879 / 7.619 eV. As for the multiplicity: 3. As for the highest occupied orbital energy (spin up / spin down): -5.983 / -9.164 eV.

Atoms and positions in Å:
C 0.825 -0.315 -2.698
C -0.697 -1.974 -0.387
C 1.517 -0.263 -1.347
H 1.548 -0.751 -3.409
C 0.325 -2.021 0.638
H -1.734 -1.934 -0.035
H 2.149 0.634 -1.274
H -0.038 -2.013 1.673
C 2.297 -1.514 -0.930
H 3.344 -1.213 -0.775
H 2.290 -2.218 -1.770
C -0.498 -1.102 -2.768
H -0.687 -1.387 -3.813
H -1.321 -0.439 -2.474
C -0.517 -2.345 -1.860
H 0.377 -2.958 -2.021
H -1.399 -2.949 -2.133
C 1.803 -2.228 0.355
H 2.020 -3.305 0.320
H 2.347 -1.825 1.224
Pt -0.082 -0.076 0.185
H 0.625 0.720 -3.020
N 0.848 1.675 0.718
C 0.298 2.714 -0.163
C -0.971 2.352 -0.899
O -1.609 3.220 -1.456
O -1.361 1.061 -0.851
H 0.594 1.768 1.695
H 1.881 1.610 0.752
H 0.109 3.562 0.502
H 1.065 2.950 -0.893

***

> Which value of net charge does entry 1 give?

+1

***

> Look up the net charge of the second one.

+2

***

Repeat the third record exactly.
Density functional theory data (the ωB97M-V functional and the def2-TZVPD basis) for a structure of composition C10H17NO2Pt.

For the LUMO energy (spin up / spin down), the calculation gives -0.00382 / -0.05679 hartree. Its expectation value of S² is 2.01. As for the net charge: 0. The value obtained for the relative energy (zero: lowest compared OMol25 entry of this formula, charge and spin) is 0.0 kJ/mol. The calculation puts the orbital gap (spin up / spin down) at 5.879 / 7.619 eV. As for the multiplicity: 3. As for the highest occupied orbital energy (spin up / spin down): -5.983 / -9.164 eV.

Atoms and positions in Å:
C 0.825 -0.315 -2.698
C -0.697 -1.974 -0.387
C 1.517 -0.263 -1.347
H 1.548 -0.751 -3.409
C 0.325 -2.021 0.638
H -1.734 -1.934 -0.035
H 2.149 0.634 -1.274
H -0.038 -2.013 1.673
C 2.297 -1.514 -0.930
H 3.344 -1.213 -0.775
H 2.290 -2.218 -1.770
C -0.498 -1.102 -2.768
H -0.687 -1.387 -3.813
H -1.321 -0.439 -2.474
C -0.517 -2.345 -1.860
H 0.377 -2.958 -2.021
H -1.399 -2.949 -2.133
C 1.803 -2.228 0.355
H 2.020 -3.305 0.320
H 2.347 -1.825 1.224
Pt -0.082 -0.076 0.185
H 0.625 0.720 -3.020
N 0.848 1.675 0.718
C 0.298 2.714 -0.163
C -0.971 2.352 -0.899
O -1.609 3.220 -1.456
O -1.361 1.061 -0.851
H 0.594 1.768 1.695
H 1.881 1.610 0.752
H 0.109 3.562 0.502
H 1.065 2.950 -0.893